Entry 1:
# C4H4OTb

A molecular structure, C4H4OTb (the ωB97M-V functional and the def2-TZVPD basis, the OMol25 dataset).

⟨S²⟩: 15.798
LUMO (spin up / spin down), eV: -0.3 / -1.1
Energy above the lowest of the compared OMol25 structures with the same formula, charge and spin, kJ/mol: 0.0
HOMO-LUMO gap (spin up / spin down), eV: 6.8 / 6.1
E, hartree: -1054.29164

Geometry as ORCA input:
```
! RIJCOSX wB97M-V def2-TZVPD def2/J DEFGRID3
* xyz 0 8
Tb -1.7845 -0.9276 1.4747
O -0.0769 0.4686 2.6215
C -0.8042 1.2581 1.9701
C 1.1594 0.2661 -1.5560
C 0.2935 -0.6863 -1.2057
C -0.5895 -1.5036 -0.7135
H -0.5668 2.3453 2.1622
H -0.7216 -2.4724 -1.2137
H 2.2174 0.1918 -1.2877
H 0.8732 1.0600 -2.2519
*
```

---

Entry 2:
# C40H33LiN5O2PS

A molecular structure, C40H33LiN5O2PS (the ωB97M-V functional and the def2-TZVPD basis, the OMol25 dataset).

LUMO, eV: -0.5
Energy above the lowest of the compared OMol25 structures with the same formula, charge and spin, kJ/mol: 0.0
HOMO-LUMO gap, eV: 7.3
E, hartree: -2715.56729

Geometry as ORCA input:
```
! RIJCOSX wB97M-V def2-TZVPD def2/J DEFGRID3
* xyz 0 1
S -1.5008 -0.5604 -3.0556
P 1.8584 -0.2950 -0.5428
O -0.7472 0.7984 6.0999
O -0.6986 -1.4764 6.1211
N -1.2399 -2.5753 -0.1721
N -1.1299 -0.4048 1.3156
N -3.3373 -0.5037 -1.1430
N -1.1486 1.6948 -0.2507
N -3.4881 1.2022 -2.7240
C -1.0651 -1.5508 1.9966
C 2.3212 3.7460 -0.9158
C -1.1037 3.2556 1.5548
C -0.9671 -1.5701 3.3793
C 3.2278 -0.6120 3.2735
C -4.6229 -0.6994 0.9036
C 2.2965 -2.7789 -1.6072
C 4.2639 -2.0670 -3.4187
C -4.9148 1.1626 -0.7954
C -0.7728 -0.3439 5.6128
C -0.9189 -0.3633 4.0636
C 2.9786 -0.2820 0.8918
C 2.4347 -0.6087 2.1316
C 3.8714 -3.3942 -3.3128
C 2.2773 2.4531 -0.4150
C -1.1696 4.0375 -0.7036
C 4.3307 0.0460 0.8018
C -0.8588 -4.0472 1.6667
C -1.1670 2.7129 -1.1097
C -5.0809 2.9791 -2.5369
C 3.6789 -1.0976 -2.6168
C -0.8613 -5.1334 0.8078
C -1.0615 -2.7748 1.1446
C 4.5715 -0.2898 3.1728
C -0.9778 0.8201 3.3439
C 1.9086 1.6043 -2.6308
C 1.9515 2.8998 -3.1298
C 5.1229 0.0388 1.9374
C -4.3133 0.0167 -0.3672
C -1.1377 4.3079 0.6547
C 2.0892 1.3647 -1.2687
C 2.8910 -3.7515 -2.3980
C -1.2319 -3.6277 -0.9931
C -1.0555 -4.9266 -0.5495
C -1.1139 1.9552 1.0657
C 2.1667 3.9728 -2.2768
C -2.8574 0.0938 -2.2878
C 2.6797 -1.4416 -1.7081
C -1.0819 0.7605 1.9612
C -4.4697 1.7199 -2.0090
Li -0.7831 -0.3528 -0.6153
H -0.7084 -6.1322 1.1969
H 2.4770 4.5769 -0.2384
H -4.8137 -1.7573 0.7150
H 1.5270 -3.0607 -0.8959
H -5.3309 2.8514 -3.5894
H 2.5850 -4.7858 -2.3015
H 4.0101 -0.0694 -2.6980
H -1.3503 -3.3951 -2.0465
H -2.8141 -1.3139 -0.8076
H 2.7890 -0.8557 4.2332
H -1.1310 5.3295 1.0137
H 1.3811 -0.8474 2.2105
H 5.1941 -0.2877 4.0587
H -0.9236 1.7403 3.9118
H -1.1754 2.4454 -2.1613
H -1.0626 -5.7471 -1.2540
H -5.4923 -0.2635 1.3891
H -5.7020 1.6239 -0.2177
H -1.1796 4.8298 -1.4399
H -0.9130 -2.4715 3.9768
H 4.7599 0.3104 -0.1583
H -5.9666 3.2715 -1.9766
H 1.7079 0.7833 -3.3073
H -4.3409 3.7798 -2.4739
H 1.8141 3.0658 -4.1912
H 2.2086 4.9813 -2.6695
H -1.0704 3.4400 2.6190
H 6.1728 0.2935 1.8643
H 5.0348 -1.7848 -4.1252
H -0.6947 -4.1822 2.7266
H 2.4018 2.2895 0.6499
H -3.7691 -0.6244 1.5806
H 4.3314 -4.1472 -3.9401
*
```

---

Entry 3:
# C14H14FeN2O3S

A molecular structure, C14H14FeN2O3S (the ωB97M-V functional and the def2-TZVPD basis, the OMol25 dataset).

⟨S²⟩: 6.477
LUMO (spin up / spin down), eV: 4.9 / 4.9
Energy above the lowest of the compared OMol25 structures with the same formula, charge and spin, kJ/mol: 143.7
HOMO-LUMO gap (spin up / spin down), eV: 2.6 / 3.5
E, hartree: -2538.68585

Geometry as ORCA input:
```
! RIJCOSX wB97M-V def2-TZVPD def2/J DEFGRID3
* xyz -2 5
Fe -0.6280 -0.7327 -1.8234
S -0.3067 1.2932 1.0398
O 0.9661 1.9900 0.8482
O 0.9840 -2.1218 0.3683
O -1.5688 2.0175 0.9135
N -0.3433 -0.2271 0.2247
N -2.2863 0.5990 -1.2222
C 0.4292 -1.1654 0.9339
C -0.3401 0.0087 5.0162
C -1.4835 1.4243 -2.3080
C -0.1981 0.4438 2.6265
C 0.2493 -1.2644 4.7928
C -0.3994 2.2400 -1.6644
C 0.5744 -1.6954 3.4887
C 0.8498 1.9211 -2.0874
C 1.7393 -1.6011 -2.3273
C 0.5593 -2.2020 -2.7208
C -0.6267 0.6418 -3.3387
C 0.2822 -0.8406 2.3928
C 0.7566 0.9634 -3.1176
C -0.5353 0.9005 3.9223
H 1.0459 -2.6719 3.3194
H -1.0578 1.8656 4.0155
H 0.4419 -2.3521 -3.8681
H 0.2347 -3.0663 -2.1204
H 1.7397 2.4051 -1.6998
H -0.7162 0.2913 6.0159
H 0.4098 -1.9321 5.6527
H -0.5743 2.9848 -0.9175
H 1.6490 0.7279 -3.7289
H -1.0521 0.3355 -4.3020
H 2.2905 -1.9226 -1.4476
H -3.2405 -0.0503 -1.1719
H 2.4764 -1.3044 -3.1157
H -2.3210 2.0966 -2.5892
*
```

---

Entry 4:
# C60H132F4O36

16 unconnected molecules or ions with the total composition C60H132F4O36 (the ωB97M-V functional and the def2-TZVPD basis, the OMol25 dataset).

LUMO, eV: 0.3
HOMO-LUMO gap, eV: 9.5
E, hartree: -5472.89413

Geometry as ORCA input:
```
! RIJCOSX wB97M-V def2-TZVPD def2/J DEFGRID3
* xyz 0 1
F -1.2082 4.0627 -6.3224
F -7.2740 0.5337 2.7234
F 5.6077 1.2557 2.0418
F -7.6665 -2.9073 1.2633
O -2.1114 6.6925 0.6213
O 1.2753 -6.8088 2.1884
O -0.2410 2.9550 -2.5552
O -1.3399 4.3027 2.0158
O -0.8632 -5.6856 -3.7436
O -2.6709 0.3911 4.7549
O 1.6060 -2.0732 4.6383
O -4.4447 0.5608 -3.8838
O 6.4160 4.1409 2.3492
O -5.4635 1.5598 1.9233
O -4.4075 2.1429 0.0594
O -6.5993 2.7645 0.3545
O 2.2144 0.0964 -0.4147
O -7.0168 1.5811 -5.0098
O 0.7974 4.2676 -4.1388
O 8.3954 3.8452 3.4955
O 0.5798 -3.5297 -2.2382
O -7.8140 -2.2009 -0.8314
O -8.5319 -0.1896 -1.4113
O -0.9942 -3.3651 4.6719
O -5.3305 -3.5908 -2.4112
O 1.3490 -0.6928 -4.9494
O -6.6955 -0.4491 -0.1069
O 2.7921 -4.7097 1.0148
O 4.2726 0.5090 -4.2774
O -0.4312 -0.0747 0.4365
O 6.9843 -0.4030 -0.3075
O -1.4310 4.1060 -4.1012
O 2.5088 2.7501 4.3014
O 6.7136 2.3238 3.6858
O -3.0158 -3.1407 -0.6197
O 4.3803 0.9514 5.8826
O -4.8890 -1.2164 3.6354
O 3.3501 4.5618 0.0586
O 7.9642 2.0067 -1.9894
O 4.9882 5.3737 -2.0908
C -8.2316 1.7040 -5.6809
C -5.7277 0.0990 -3.6286
C -7.5134 2.5652 1.4661
C 8.0125 0.5124 0.0015
C -6.9458 -2.7115 0.1301
C -1.6239 5.5413 0.0145
C -1.1501 4.9085 -5.1830
C -1.7896 -5.5646 -4.8917
C -0.2328 3.6939 -3.5702
C 3.5745 -0.1845 -0.3095
C 0.2771 1.1378 0.3498
C 3.7989 3.5877 -0.8468
C -7.7443 -0.8684 -0.8011
C 4.8058 -0.8145 -4.3605
C 5.1604 3.5172 2.5108
C 5.4793 2.1666 3.0463
C -1.5146 0.0393 5.4317
C 0.2830 -4.0122 4.6001
C 7.0458 1.3350 -2.8304
C 1.2097 -3.1826 3.8499
C 7.6087 1.8633 -0.6068
C 1.4586 -5.0797 0.6117
C 3.0361 -3.3802 0.6222
C -3.9832 -4.1063 -2.6075
C 7.2717 3.4865 3.1600
C 1.8147 0.6059 -4.6617
C 2.8543 -1.4870 4.2268
C -3.0071 -3.1345 -2.0239
C 1.7403 0.9186 0.6565
C -1.9368 7.8065 -0.2360
C 1.3933 3.2093 3.5705
C -5.4551 -2.4685 3.8611
C -6.6548 0.2087 -4.7994
C 0.3002 5.2812 -5.0320
C -3.4591 -1.5065 3.4702
C 0.7900 -8.1157 2.4407
C 2.9357 0.5389 -3.6814
C 7.1695 -1.7230 0.2448
C 0.5662 -2.2180 -1.7265
C -2.0343 -3.9739 -0.0240
C -5.4559 2.1660 0.7095
C 6.2740 5.2135 -1.4939
C -6.2468 -4.4803 -2.9927
C 0.1996 -0.6667 -5.7079
C 5.3442 0.5689 6.9077
C -2.1360 4.3424 0.8652
C -1.8292 -4.2072 5.3707
C -2.7622 -0.1602 3.4424
C 0.5441 -3.6279 -3.6578
C -1.8640 3.4302 2.9974
C 3.3394 1.7661 6.3653
C 1.3094 -6.5188 0.7729
C 2.1651 5.2655 -0.3433
C -3.6397 0.4905 -2.7889
C -5.9226 -1.6059 0.2518
C -1.7609 0.0726 0.0704
C 0.4994 -5.1562 -3.9673
C 2.1948 1.9355 5.4256
C -6.7353 1.7575 2.5103
C 4.2044 4.1977 -2.1620
H 1.3090 2.3558 5.9435
H -3.9699 -0.3676 -2.1391
H -6.1760 -4.4483 -4.1148
H -5.0788 -1.7173 -0.4404
H -1.8061 0.4517 -0.9658
H -2.2487 0.8196 0.7238
H 2.1776 -3.7208 3.6183
H -2.1758 -4.5922 -5.0853
H 3.7936 -1.1283 -0.7774
H 2.1475 1.9379 0.7493
H 2.9001 1.3525 7.3196
H -3.8427 -5.0532 -2.0294
H -1.4754 -1.0095 5.6918
H -5.2070 -2.9220 4.8409
H 3.9523 -0.1293 0.7536
H -1.2820 -3.3273 0.4532
H 4.0433 -3.1038 0.9726
H 0.6017 -2.2491 -0.6272
H 0.7556 -4.5979 1.2759
H -6.3373 -0.1650 -5.7796
H 3.7119 2.7435 6.6800
H 4.4757 3.9934 3.2672
H 2.3859 -2.6846 1.1555
H -0.3396 -1.7356 -2.1408
H 2.0203 -7.2236 0.3192
H 2.8251 1.4412 -3.0769
H 0.9670 -8.2935 3.5138
H 4.1645 0.5949 -0.8228
H 1.2972 -3.0698 -4.1687
H 1.4371 -1.6661 -2.0140
H 6.0486 1.4294 -2.3731
H 1.2856 -4.6721 -0.3638
H 4.6676 3.3290 -2.7023
H 6.0441 -0.1773 6.5086
H 0.2976 -0.2244 -6.6921
H -5.4649 -1.5291 1.2473
H -0.4315 -3.2715 -4.0034
H 0.1766 1.4530 -0.7070
H -0.1823 2.0054 0.9485
H 0.7612 -5.4212 -4.9905
H -3.8171 -4.4158 -3.6704
H 6.1031 5.1382 -0.3895
H 1.8456 0.9609 5.1298
H -0.5876 0.2417 4.8048
H -2.2091 3.4596 0.2210
H 4.1989 -1.4716 -4.9917
H 7.1458 1.8290 -3.7982
H 8.0500 2.7489 -0.1903
H -3.2010 0.6404 2.8111
H -0.2710 -8.2855 2.2093
H 3.0651 2.7515 -1.0026
H 2.3670 6.2501 -0.7595
H -3.6714 1.3653 -2.1328
H -1.4225 0.6257 6.3950
H -7.2423 -4.0632 -2.8014
H -6.6486 -3.7326 -0.1940
H -1.8186 2.4072 2.6991
H 3.2855 4.4930 -2.7156
H 2.9356 -3.3385 -0.4794
H 6.8599 4.3485 -1.9135
H 1.8409 0.4013 1.6202
H -5.2590 -3.1377 2.9993
H 0.3467 6.2930 -4.5750
H 4.5923 3.5260 1.5899
H 3.6170 -2.2491 4.3766
H -1.4956 -4.3467 6.4096
H -3.1678 -2.0626 -2.2353
H 3.0626 -0.6047 4.8593
H 7.1304 -1.7121 1.3328
H 0.7676 2.3670 3.2480
H -2.8117 -3.7689 5.3481
H -1.7041 -0.2749 3.1146
H -2.3822 8.6809 0.2014
H -8.3358 2.7644 -5.8807
H -1.8612 -5.1647 4.8727
H -2.9387 3.5971 3.1847
H -2.3315 -0.8308 0.0285
H 2.7881 -1.1481 3.1814
H -6.1309 -5.4787 -2.5909
H -0.7065 -0.2394 -5.2133
H -2.3514 7.5277 -1.2654
H 4.8864 -1.2511 -3.3199
H 1.7758 3.7288 2.7101
H 4.6540 3.1608 -0.3261
H 0.2979 -6.7159 0.3967
H -2.0358 -3.3822 -2.4382
H -6.5673 2.2051 3.4711
H -0.5405 5.4673 0.0375
H 2.1793 1.1063 -5.5843
H 2.7906 -0.3587 -3.0958
H -1.9180 5.6676 -5.3085
H -3.3514 -2.0701 2.5372
H -9.0976 1.3321 -5.1426
H 1.4227 -8.7776 1.8598
H -6.0623 0.5562 -2.6895
H -3.1541 -2.1773 4.2635
H 1.6075 4.7383 -1.0840
H -8.3116 1.1315 -6.6178
H 1.0452 -5.7014 -3.2238
H 0.9673 1.1476 -4.2207
H -7.8286 3.5195 1.8515
H -0.8542 8.0095 -0.2902
H 6.5147 1.9413 -0.5509
H 6.3932 -2.3392 -0.2278
H -6.5412 -2.2878 3.8389
H 6.8078 6.1127 -1.7280
H 0.1885 -5.0223 4.1640
H -1.3295 3.5705 3.9231
H -1.2865 -5.8882 -5.8001
H -5.6558 -0.9905 -3.4482
H -1.5249 -4.6164 -0.7490
H 0.8089 3.8915 4.1733
H 4.7763 0.2040 7.7863
H 8.1586 0.5926 1.0888
H 8.1792 -2.0380 -0.0306
H 7.1698 0.2451 -2.8224
H 1.5428 5.4948 0.5367
H -8.3656 2.0186 1.1422
H 0.0220 -1.7303 -5.8988
H -3.1744 4.5629 1.1228
H -2.0300 5.5190 -1.0230
H 4.8472 1.7045 3.8101
H 5.7887 -0.6399 -4.7639
H 8.9657 0.2217 -0.4779
H 0.6906 -4.1290 5.6217
H -2.5000 -4.6745 0.6617
H -2.6110 0.2753 -3.0345
H -2.6539 -6.2523 -4.7540
H -7.5394 -0.2567 -4.3537
H 0.8320 5.3291 -5.9460
H 0.8082 -2.8146 2.9143
H 5.8881 1.4848 7.1812
*
```

---

Number 1: largest force on an atom 0.0300 hartree/bohr. Number 2: largest force on an atom 0.0070 hartree/bohr. Number 3: largest force on an atom 0.0766 hartree/bohr. Number 4: largest force on an atom 0.1164 hartree/bohr.